# 1
{
  "formula": "C21H26F5N9OPPdS",
  "method": "the ωB97M-V functional and the def2-TZVPD basis",
  "symbols": ["Pd", "N", "C", "S", "N", "N", "C", "C", "C", "C", "C", "C", "N", "H", "H", "H", "H", "H", "H", "H", "C", "N", "C", "N", "C", "N", "C", "P", "C", "C", "H", "H", "H", "H", "H", "H", "H", "H", "H", "H", "H", "H", "H", "F", "C", "C", "C", "F", "C", "F", "C", "F", "C", "F", "C", "N", "C", "N", "O", "H", "H", "H", "H", "H", "H"],
  "positions_angstrom": [[0.172, -0.888, -0.404], [3.264, -1.053, -3.635], [2.453, -0.953, -2.607], [0.863, -0.361, -2.758], [3.067, -1.344, -1.421], [2.302, -1.348, -0.376], [2.844, -1.764, 0.752], [2.056, -1.803, 1.952], [2.630, -2.268, 3.135], [1.861, -2.310, 4.290], [0.548, -1.885, 4.220], [0.043, -1.433, 2.995], [0.765, -1.388, 1.891], [2.965, -0.814, -4.569], [4.212, -1.377, -3.492], [3.882, -2.085, 0.752], [3.663, -2.592, 3.141], [2.281, -2.669, 5.219], [-0.096, -1.899, 5.089], [-0.986, -1.104, 2.915], [-0.632, 4.711, 0.190], [0.416, 4.217, 1.207], [1.810, 4.555, 0.645], [1.976, 3.991, -0.646], [0.946, 4.481, -1.562], [-0.394, 4.140, -1.086], [-0.673, 2.707, -1.144], [0.487, 1.731, -0.080], [0.270, 2.747, 1.472], [2.068, 2.532, -0.635], [-0.533, 5.795, 0.156], [-1.613, 4.440, 0.580], [0.286, 4.730, 2.082], [2.545, 4.175, 1.353], [1.863, 5.643, 0.604], [1.103, 4.051, -2.549], [1.029, 5.565, -1.642], [-0.579, 2.363, -2.176], [-1.699, 2.508, -0.833], [1.013, 2.461, 2.217], [-0.722, 2.576, 1.893], [2.297, 2.184, -1.643], [2.893, 2.221, 0.011], [1.220, -3.576, -2.143], [0.130, -3.871, -1.430], [-0.472, -2.955, -0.625], [-1.610, -3.453, 0.079], [-2.219, -2.642, 0.907], [-2.153, -4.747, -0.020], [-3.216, -5.084, 0.673], [-1.527, -5.618, -0.859], [-1.936, -6.838, -1.037], [-0.359, -5.179, -1.575], [0.216, -6.029, -2.356], [-4.528, 0.510, 0.604], [-4.222, -0.275, -0.583], [-2.984, -0.536, -1.013], [-2.859, -1.389, -2.072], [-1.972, -0.071, -0.434], [-5.153, -0.065, 1.284], [-5.052, 1.425, 0.334], [-3.596, 0.760, 1.102], [-5.002, -0.613, -1.125], [-3.666, -1.596, -2.641], [-1.987, -1.347, -2.576]],
  "forces_ev_per_a": [[-0.17, 0.36, 0.23], [0.14, -0.03, -0.03], [-0.52, 0.22, -0.04], [0.18, -0.13, -0.01], [0.47, -0.14, 0.13], [-0.29, 0.03, -0.07], [0.15, -0.01, -0.03], [0.00, -0.04, 0.18], [0.08, 0.01, -0.12], [-0.08, 0.01, 0.06], [0.05, -0.01, 0.00], [-0.04, 0.02, -0.02], [-0.02, 0.00, -0.21], [-0.02, -0.01, 0.00], [-0.01, 0.00, -0.02], [-0.01, 0.00, 0.02], [0.00, 0.00, 0.01], [0.00, 0.00, 0.00], [0.01, -0.01, 0.01], [0.00, 0.00, -0.01], [-0.05, 0.00, -0.07], [0.00, 0.04, 0.04], [0.05, 0.00, -0.04], [0.01, 0.01, -0.01], [-0.03, -0.01, 0.01], [0.01, 0.03, -0.01], [-0.01, -0.02, -0.04], [0.07, 0.04, 0.03], [-0.01, -0.08, -0.04], [0.01, -0.03, 0.00], [0.01, 0.00, 0.02], [0.01, 0.00, 0.02], [0.00, -0.01, 0.01], [-0.01, 0.00, 0.01], [-0.01, 0.00, 0.01], [0.00, -0.01, 0.00], [0.01, 0.00, 0.01], [0.02, 0.01, 0.01], [0.00, -0.01, 0.03], [0.01, 0.01, 0.00], [0.00, 0.00, 0.00], [-0.01, 0.00, 0.00], [-0.01, 0.00, 0.01], [0.00, -0.06, 0.00], [-0.09, 0.20, 0.14], [0.02, -0.12, -0.05], [0.28, 0.34, -0.13], [-0.04, -0.06, 0.05], [-0.12, -0.15, 0.00], [0.05, 0.03, -0.03], [0.09, -0.11, -0.10], [0.01, -0.02, 0.00], [-0.18, -0.25, 0.03], [0.03, 0.00, -0.02], [-0.01, 0.03, 0.02], [0.03, 0.03, -0.07], [-0.07, -0.07, 0.11], [0.00, 0.01, -0.07], [0.03, -0.02, 0.00], [0.00, -0.01, -0.01], [0.01, 0.00, -0.01], [-0.01, -0.01, 0.00], [0.00, -0.03, 0.01], [0.00, 0.01, 0.02], [0.01, 0.02, 0.03]],
  "mulliken_charge": [-0.867, -0.303, 0.786, -0.329, -1.392, 1.417, -1.135, 0.941, -0.886, -0.486, -0.833, -0.504, 0.345, 0.265, 0.275, 0.432, 0.525, 0.470, 0.467, 0.623, -0.776, 0.076, -0.746, 0.167, -0.903, 0.201, -1.222, 2.343, -1.262, -1.127, 0.359, 0.381, 0.346, 0.384, 0.371, 0.374, 0.313, 0.493, 0.407, 0.463, 0.510, 0.483, 0.434, -0.322, 0.772, -0.355, 0.880, -0.334, 0.092, -0.227, 0.768, -0.211, 0.012, -0.188, -0.755, -0.252, 0.518, -0.341, -0.344, 0.336, 0.327, 0.171, 0.209, 0.273, 0.089],
  "e_tot_ha": -2749.60032,
  "total_charge": 3,
  "s_squared": 6.06,
  "multiplicity": 5,
  "fmax_ha_per_bohr": 0.01104,
  "molar_mass_da": 685.0,
  "homo_energy_ev": [-15.9, -16.9]
}

# 2
{
  "formula": "C21H26HfI5N2O4P",
  "method": "the ωB97M-V functional and the def2-TZVPD basis",
  "symbols": ["C", "C", "C", "C", "C", "C", "C", "C", "N", "C", "C", "P", "O", "O", "O", "C", "C", "I", "C", "C", "I", "C", "C", "I", "C", "C", "I", "C", "I", "C", "N", "C", "O", "H", "H", "H", "H", "H", "H", "H", "H", "H", "H", "H", "H", "H", "H", "H", "H", "H", "H", "H", "H", "H", "H", "H", "H", "H", "H", "Hf"],
  "positions_angstrom": [[4.101, -2.366, 2.063], [5.327, -1.822, 1.117], [5.101, -0.251, 0.673], [4.402, -0.094, -0.837], [4.099, 1.496, -1.222], [3.553, 1.694, -2.764], [2.591, 3.026, -2.947], [1.192, 2.783, -2.090], [0.804, 1.366, -1.793], [-0.450, 1.232, -0.978], [-0.921, -0.329, -0.602], [0.039, -1.877, -1.175], [0.476, -2.812, 0.064], [-1.126, -2.866, -2.081], [1.365, -1.595, -2.256], [-2.271, -0.622, 0.344], [-2.774, -2.120, 0.801], [-4.850, -2.584, 0.123], [-2.596, -2.358, 2.448], [-2.056, -3.928, 2.657], [-0.994, -1.092, 3.304], [-3.120, 0.715, 0.878], [-4.472, 0.664, 1.803], [-4.575, 0.446, 3.977], [-5.803, 0.823, 1.090], [-5.875, 1.047, -0.548], [-7.694, 0.764, 2.191], [-2.631, 2.256, 0.448], [-3.823, 3.999, 1.154], [-1.282, 2.544, -0.492], [-0.994, 3.992, -0.784], [0.272, 4.030, -1.593], [0.761, 5.397, -1.974], [3.647, -1.501, 2.726], [4.531, -3.202, 2.778], [3.256, -2.842, 1.401], [6.341, -1.884, 1.744], [5.382, -2.484, 0.151], [4.475, 0.358, 1.454], [6.156, 0.270, 0.601], [3.385, -0.682, -0.799], [5.092, -0.633, -1.633], [5.146, 2.052, -1.106], [3.344, 1.962, -0.443], [3.008, 0.682, -3.085], [4.503, 1.762, -3.474], [3.148, 3.951, -2.488], [2.358, 3.125, -4.098], [-1.972, -2.320, -2.148], [1.080, -1.101, -3.088], [-2.134, -3.006, 0.321], [-3.609, -2.304, 3.030], [-2.511, -4.675, 1.880], [-2.129, -4.283, 3.773], [-0.888, -3.870, 2.415], [-6.982, 1.432, -0.765], [-5.689, 0.071, -1.170], [-5.159, 1.939, -0.874], [0.738, 5.886, -1.084], [-10.294, -0.264, 2.981]],
  "forces_ev_per_a": [[0.19, 0.01, -0.31], [-0.65, -0.04, 0.36], [0.89, 1.06, -0.42], [-0.67, -0.67, 0.10], [1.09, 0.03, 0.58], [0.44, -1.20, -0.17], [-0.08, -1.20, 1.11], [-1.25, -3.00, 0.31], [-2.27, 5.99, 1.26], [-0.02, -1.54, 0.07], [-1.19, 4.20, 0.40], [2.17, -5.95, 0.87], [-1.77, 4.63, -4.54], [0.82, 4.09, 1.80], [-4.00, 0.56, 1.51], [0.06, 2.61, 0.80], [1.87, -0.18, 0.68], [1.39, 0.28, 0.30], [-1.05, -2.69, -0.54], [1.80, 0.75, -0.47], [-0.98, -0.26, -1.04], [1.77, 2.65, -1.66], [-3.89, 0.11, -2.36], [0.54, 0.28, -1.67], [6.59, -0.66, -1.17], [-1.72, 0.88, 0.36], [-0.52, 0.22, 0.39], [-0.32, -3.52, 0.44], [1.70, -2.06, -0.91], [-0.27, 0.99, 0.25], [3.52, -6.37, -1.61], [-0.27, 1.98, 0.19], [-1.59, -5.18, 3.31], [1.00, -1.76, -1.30], [-0.92, 1.61, -1.39], [1.56, 0.93, 1.36], [-2.07, 0.24, -1.58], [0.18, 1.18, 1.98], [1.10, -1.28, -1.42], [-2.11, -1.02, 0.22], [1.87, 1.12, -0.24], [-1.39, 1.32, 1.61], [-2.41, -0.95, -0.24], [1.49, -0.98, -1.50], [0.94, 2.43, 0.62], [-2.18, 0.16, 1.43], [-1.35, -1.58, -1.13], [0.21, 0.12, 2.32], [1.30, -1.11, -0.28], [0.39, -0.86, 1.29], [-1.15, 2.41, 0.73], [2.03, 0.59, -1.15], [0.48, 1.43, 1.69], [-0.24, 0.74, -2.25], [-2.54, -0.36, 0.40], [2.45, -0.88, 0.22], [-0.26, 1.82, 1.52], [-1.45, -2.07, 0.99], [-0.33, -0.28, -1.64], [1.06, 0.21, -0.49]],
  "mulliken_charge": [-0.751, -0.362, -0.625, -0.267, -0.474, -0.550, -0.474, 0.108, -0.076, 0.188, 0.091, 1.055, -0.514, -0.533, -0.415, 0.287, -1.089, 0.175, -0.265, -0.955, 0.288, 1.228, -0.749, 0.212, -0.061, -0.718, 1.023, -1.060, 0.322, 0.832, -0.373, 0.161, -0.373, 0.205, 0.327, 0.130, 0.321, 0.283, 0.265, 0.352, -0.029, 0.324, 0.387, 0.233, 0.101, 0.464, 0.346, 0.392, 0.370, 0.351, 0.638, 0.389, 0.305, 0.362, 0.337, 0.386, 0.211, 0.266, 0.397, 0.601],
  "e_tot_ha": -3101.63937,
  "total_charge": 4,
  "fmax_ha_per_bohr": 0.14502,
  "molar_mass_da": 1214.4,
  "homo_energy_ev": -17.4
}

# 3
{
  "formula": "C21H26N2O4",
  "method": "the ωB97M-V functional and the def2-TZVPD basis",
  "symbols": ["C", "O", "C", "C", "C", "O", "C", "C", "C", "C", "O", "N", "C", "C", "O", "N", "C", "C", "C", "C", "C", "C", "C", "C", "C", "C", "C", "H", "H", "H", "H", "H", "H", "H", "H", "H", "H", "H", "H", "H", "H", "H", "H", "H", "H", "H", "H", "H", "H", "H", "H", "H", "H"],
  "positions_angstrom": [[2.233, -4.095, -2.619], [1.899, -4.088, -1.252], [1.740, -2.892, -0.623], [1.427, -2.981, 0.736], [1.275, -1.835, 1.498], [0.996, -1.817, 2.823], [0.751, -3.040, 3.475], [1.418, -0.588, 0.886], [1.685, -0.500, -0.468], [1.724, 0.867, -1.059], [1.991, 1.863, -0.404], [1.407, 0.942, -2.375], [1.207, 2.219, -3.031], [-0.215, 2.722, -2.727], [-1.120, 2.641, -3.533], [-0.339, 3.195, -1.478], [-1.615, 3.524, -0.875], [-1.653, 5.007, -0.512], [-1.844, 2.646, 0.361], [-1.781, 1.154, 0.024], [-2.061, 0.249, 1.193], [-2.904, -0.845, 1.040], [-3.141, -1.713, 2.091], [-2.540, -1.498, 3.319], [-1.700, -0.411, 3.484], [-1.460, 0.451, 2.430], [1.861, -1.653, -1.234], [1.449, -3.632, -3.227], [2.326, -5.144, -2.894], [3.186, -3.588, -2.804], [1.327, -3.970, 1.153], [-0.098, -3.565, 3.028], [1.633, -3.688, 3.459], [0.513, -2.781, 4.505], [1.309, 0.307, 1.474], [0.993, 0.140, -2.823], [1.327, 2.092, -4.107], [1.951, 2.919, -2.646], [0.469, 3.159, -0.865], [-2.375, 3.310, -1.635], [-0.869, 5.239, 0.205], [-2.614, 5.262, -0.073], [-1.503, 5.613, -1.401], [-2.820, 2.882, 0.789], [-1.081, 2.892, 1.102], [-0.782, 0.919, -0.353], [-2.491, 0.940, -0.778], [-3.379, -1.020, 0.085], [-3.800, -2.559, 1.950], [-2.727, -2.173, 4.142], [-1.223, -0.235, 4.437], [-0.793, 1.286, 2.577], [2.124, -1.576, -2.276]],
  "forces_ev_per_a": [[0.05, 0.01, -0.22], [-0.06, 0.09, 0.35], [-0.08, 0.13, 0.05], [0.00, -0.11, 0.11], [0.06, -0.04, -0.25], [0.16, 0.23, -0.24], [-0.04, -0.21, 0.08], [0.04, 0.13, -0.12], [-0.02, -0.31, 0.61], [0.04, -0.04, -0.26], [0.06, 0.12, 0.22], [0.00, -0.14, -0.21], [-0.14, 0.18, 0.01], [0.66, -0.05, -0.14], [-0.27, -0.09, -0.32], [-0.05, 0.25, 0.43], [-0.20, 0.17, 0.16], [-0.10, -0.26, -0.18], [0.00, -0.17, -0.45], [0.02, 0.16, 0.14], [-0.04, -0.02, -0.12], [0.00, 0.00, -0.02], [-0.05, -0.11, 0.00], [-0.02, -0.07, 0.10], [-0.02, 0.01, 0.07], [-0.05, 0.03, 0.01], [0.03, -0.19, -0.22], [0.03, 0.00, 0.03], [0.00, 0.09, -0.03], [-0.04, 0.00, 0.01], [-0.02, -0.11, 0.10], [0.02, 0.02, 0.01], [-0.03, 0.03, -0.01], [0.00, -0.07, -0.05], [-0.02, 0.13, 0.06], [0.02, -0.02, 0.13], [-0.07, 0.07, 0.12], [-0.04, -0.07, -0.10], [0.03, -0.09, -0.17], [0.10, 0.00, 0.14], [0.09, 0.06, 0.10], [-0.11, 0.08, 0.09], [0.02, 0.08, -0.06], [0.00, 0.06, 0.08], [0.01, 0.07, 0.12], [-0.08, 0.01, -0.08], [0.04, -0.04, -0.03], [-0.04, 0.01, -0.10], [-0.05, -0.06, -0.01], [-0.02, -0.05, 0.07], [0.06, 0.01, 0.09], [0.09, 0.12, 0.01], [0.03, -0.03, -0.10]],
  "mulliken_charge": [-0.851, -0.469, 0.071, -0.263, 0.491, -0.343, -1.036, -0.965, 0.081, 0.098, -0.708, -0.077, -0.964, 0.692, -0.678, -0.030, -0.007, -1.711, -1.012, 0.120, 0.647, -0.338, -0.721, -0.519, -0.719, -0.009, -0.222, 0.339, 0.249, 0.339, 0.552, 0.387, 0.424, 0.242, 0.552, 0.277, 0.412, 0.360, 0.397, 0.521, 0.341, 0.417, 0.437, 0.379, 0.376, -0.578, 0.408, 0.388, 0.394, 0.456, 0.407, 0.247, 0.718],
  "e_tot_ha": -1226.33159,
  "fmax_ha_per_bohr": 0.01336,
  "molar_mass_da": 370.4,
  "homo_energy_ev": -8.6
}

# 4
{
  "formula": "C21H26NO3",
  "method": "the ωB97M-V functional and the def2-TZVPD basis",
  "symbols": ["C", "O", "C", "C", "C", "C", "C", "O", "C", "C", "C", "H", "H", "H", "H", "H", "H", "H", "H", "H", "H", "H", "C", "C", "N", "C", "C", "C", "C", "C", "C", "C", "C", "C", "C", "O", "H", "H", "H", "H", "H", "H", "H", "H", "H", "H", "H", "H", "H", "H", "H"],
  "positions_angstrom": [[-4.407, 5.731, 1.903], [-4.551, 4.358, 2.327], [-3.440, 3.569, 2.289], [-3.607, 2.173, 2.495], [-2.554, 1.319, 2.293], [-1.285, 1.807, 1.899], [-0.208, 0.846, 1.755], [1.036, 1.262, 1.925], [1.941, 0.537, 2.795], [-1.072, 3.208, 1.846], [-2.129, 4.080, 2.051], [-5.427, 6.094, 1.818], [-3.865, 6.308, 2.661], [-3.896, 5.812, 0.936], [-4.594, 1.818, 2.787], [-2.669, 0.245, 2.433], [-0.433, -0.222, 1.974], [2.896, 1.065, 2.700], [1.570, 0.590, 3.830], [2.048, -0.514, 2.481], [-0.069, 3.592, 1.657], [-1.962, 5.157, 2.008], [0.206, -1.365, -4.962], [0.086, -0.794, -3.552], [0.685, -1.630, -2.523], [0.590, -1.165, -1.240], [-0.209, -0.129, -0.835], [1.443, -1.888, -0.231], [0.863, -2.776, 0.678], [1.679, -3.480, 1.571], [3.055, -3.254, 1.594], [3.624, -2.334, 0.712], [2.820, -1.649, -0.192], [1.557, -2.755, -2.820], [1.372, -3.269, -4.243], [1.364, -2.176, -5.164], [-0.710, -1.944, -5.189], [0.339, -0.557, -5.685], [0.542, 0.212, -3.555], [-0.975, -0.664, -3.314], [-0.181, 0.109, 0.215], [-0.792, 0.496, -1.509], [-0.214, -2.942, 0.638], [1.226, -4.200, 2.250], [3.691, -3.803, 2.295], [4.696, -2.144, 0.719], [3.248, -0.934, -0.899], [2.617, -2.472, -2.700], [1.361, -3.572, -2.112], [2.246, -3.868, -4.531], [0.449, -3.886, -4.284]],
  "forces_ev_per_a": [[0.01, -0.03, 0.19], [1.54, -0.95, -0.16], [-0.14, 0.44, -0.12], [-0.37, 0.55, 0.05], [0.02, -0.11, -0.42], [0.90, -0.56, -0.44], [0.37, 1.17, 3.30], [-1.64, -0.05, -0.60], [0.33, -0.58, -0.02], [-0.32, 0.10, 0.05], [-0.08, -0.18, -0.15], [0.08, 0.06, 0.00], [-0.13, -0.09, -0.12], [-0.16, -0.17, 0.20], [0.25, 0.01, -0.09], [-0.17, 0.21, -0.09], [0.27, 0.64, -0.24], [-0.33, -0.25, 0.05], [0.08, 0.08, -0.46], [-0.08, 0.33, -0.03], [-0.32, -0.08, -0.02], [-0.03, -0.43, -0.01], [0.19, -0.53, -0.41], [0.33, 0.25, -0.21], [-0.33, 0.43, 0.32], [-0.37, 0.22, 0.37], [0.66, -0.74, -1.17], [-0.30, 0.34, 0.24], [0.30, -0.08, -0.11], [-0.11, 0.20, 0.05], [0.02, -0.12, 0.05], [-0.04, 0.12, 0.01], [-0.09, -0.03, -0.11], [0.74, -0.22, -0.27], [0.03, 0.29, -0.04], [-0.67, -0.27, 0.69], [0.38, 0.08, -0.13], [-0.40, -0.09, 0.16], [0.01, -0.26, 0.31], [0.04, 0.03, -0.08], [-0.09, -0.07, -0.51], [0.10, -0.15, 0.39], [0.25, -0.05, 0.04], [0.15, 0.14, -0.11], [-0.27, 0.20, -0.27], [-0.22, -0.10, 0.06], [-0.06, -0.22, 0.25], [-0.29, -0.02, -0.05], [0.03, 0.18, -0.17], [-0.39, -0.04, 0.20], [0.32, 0.38, -0.37]],
  "mulliken_charge": [-0.825, -0.390, 0.655, -0.721, -0.456, 0.675, -0.404, -0.230, -0.454, -0.571, -0.344, 0.248, 0.348, 0.380, 0.436, 0.391, 0.500, 0.243, 0.330, 0.154, 0.445, 0.400, -0.765, -0.619, 0.205, 0.288, -0.138, 0.468, 0.094, -0.808, -0.430, -0.901, -0.028, -0.269, -0.797, -0.378, 0.337, 0.320, 0.447, 0.377, -1.099, 0.256, 0.538, 0.414, 0.400, 0.415, 0.557, 0.312, 0.285, 0.345, 0.364],
  "e_tot_ha": -1095.93228,
  "total_charge": 1,
  "fmax_ha_per_bohr": 0.06849,
  "molar_mass_da": 340.4,
  "homo_energy_ev": -10.5
}